# 1
DFT (ωB97M-V/def2-TZVPD) results for 10 unconnected molecules or ions with the total composition C44H114N6O14 in a non-equilibrium geometry.

Geometry as ORCA input:
```
! wB97M-V def2-TZVPD RIJCOSX def2/J DEFGRID3
* xyz -1 2
C -0.469 -0.268 -0.070
C 0.490 0.610 0.774
C 1.948 0.765 0.132
O -0.046 1.903 0.863
H -1.468 -0.168 0.355
H -0.080 -1.285 -0.082
H -0.388 0.026 -1.117
H 0.689 0.261 1.787
H 2.394 -0.215 -0.039
H 2.571 1.241 0.889
H 1.967 1.314 -0.810
H 0.589 2.469 1.306
C 1.364 -2.620 -1.964
C 1.066 -3.995 -2.661
C 0.547 -3.878 -4.073
O 2.335 -4.556 -2.729
H 0.412 -2.088 -1.963
H 2.090 -2.016 -2.507
H 1.590 -2.676 -0.899
H 0.343 -4.601 -2.114
H 1.192 -3.206 -4.640
H -0.457 -3.452 -4.041
H 0.518 -4.831 -4.600
H 2.551 -4.676 -1.802
C 4.892 -0.571 -1.703
C 6.011 -1.490 -2.266
C 6.846 -0.763 -3.291
O 6.819 -1.833 -1.166
H 5.182 0.374 -1.244
H 4.237 -1.147 -1.050
H 4.303 -0.319 -2.585
H 5.448 -2.316 -2.701
H 7.629 -1.393 -3.713
H 7.307 0.161 -2.942
H 6.158 -0.426 -4.066
H 7.435 -1.127 -0.955
C -2.512 1.184 3.438
C -3.263 -0.129 3.557
C -4.214 -0.353 2.402
O -2.287 -1.193 3.582
H -3.217 2.013 3.496
H -2.082 1.198 2.437
H -1.760 1.370 4.205
H -3.903 -0.077 4.439
H -4.875 -1.204 2.570
H -3.729 -0.545 1.445
H -4.687 0.620 2.271
H -1.580 -0.899 4.161
C -3.946 0.128 -1.545
O -3.840 -0.337 -2.869
C -2.522 -0.822 -3.095
C -2.561 -1.531 -4.452
N -3.468 -2.717 -4.374
C -3.664 -3.264 -5.752
C -2.428 -3.994 -6.317
O -1.396 -3.085 -6.754
C -0.203 -3.670 -7.274
H -4.975 0.221 -1.197
H -3.431 1.047 -1.266
H -3.461 -0.604 -0.898
H -2.290 -1.609 -2.378
H -1.779 -0.030 -3.001
H -1.589 -1.939 -4.728
H -2.806 -0.944 -5.337
H -4.346 -2.391 -3.995
H -4.112 -2.652 -6.535
H -4.326 -4.129 -5.768
H -2.750 -4.627 -7.145
H -2.023 -4.720 -5.612
H 0.162 -4.559 -6.760
H 0.588 -2.927 -7.172
H -0.308 -3.882 -8.338
C -8.635 6.384 -3.334
O -7.781 5.718 -2.468
C -7.875 6.185 -1.156
C -6.846 5.432 -0.230
N -5.451 5.951 -0.256
C -4.617 5.472 0.867
C -4.290 3.964 0.656
O -3.954 3.522 -0.673
C -2.673 4.025 -1.047
H -8.316 7.422 -3.419
H -9.683 6.438 -3.040
H -8.395 5.975 -4.316
H -8.874 5.959 -0.784
H -7.836 7.263 -1.004
H -6.937 4.391 -0.539
H -7.142 5.455 0.819
H -5.141 5.439 -1.069
H -5.177 5.613 1.792
H -3.779 6.139 1.071
H -5.131 3.330 0.939
H -3.463 3.750 1.332
H -1.862 3.450 -0.600
H -2.549 5.083 -0.815
H -2.515 3.925 -2.121
C 4.365 -4.809 0.234
O 3.134 -5.097 -0.367
C 2.234 -5.661 0.556
C 2.059 -4.996 1.921
N 1.427 -3.679 1.921
C 1.106 -3.086 3.209
C 2.268 -2.992 4.220
O 1.721 -2.582 5.474
C 2.717 -2.611 6.537
H 4.283 -3.947 0.897
H 5.096 -4.529 -0.524
H 4.730 -5.607 0.882
H 2.374 -6.739 0.631
H 1.274 -5.521 0.060
H 3.051 -5.012 2.371
H 1.340 -5.606 2.467
H 0.573 -3.713 1.383
H 0.298 -3.701 3.605
H 0.614 -2.119 3.108
H 2.947 -2.292 3.734
H 2.710 -3.989 4.198
H 2.239 -2.317 7.472
H 3.511 -1.908 6.282
H 3.136 -3.602 6.711
C 2.610 6.719 -0.411
O 2.232 6.073 0.751
C 1.096 5.210 0.654
C 0.689 4.524 1.943
N 1.694 3.515 2.355
C 1.363 2.893 3.623
C 2.322 1.709 3.852
O 3.588 2.224 4.165
C 4.409 1.254 4.787
H 1.801 7.243 -0.920
H 3.068 5.987 -1.077
H 3.243 7.552 -0.107
H 1.261 4.409 -0.067
H 0.210 5.745 0.312
H -0.293 4.071 1.804
H 0.396 5.237 2.714
H 2.633 3.877 2.436
H 0.322 2.567 3.625
H 1.466 3.579 4.464
H 2.310 0.895 3.127
H 1.875 1.251 4.734
H 5.454 1.537 4.664
H 4.377 0.306 4.249
H 4.194 1.064 5.838
C 4.318 3.280 -0.658
C 4.745 3.407 0.824
C 6.275 2.819 1.026
O 6.436 1.473 0.715
C 5.883 0.535 1.632
N 4.560 4.805 1.191
H 3.294 3.616 -0.825
H 4.351 2.237 -0.971
H 4.884 3.901 -1.353
H 4.114 2.854 1.520
H 6.710 3.033 2.003
H 6.946 3.386 0.381
H 6.304 -0.466 1.540
H 4.819 0.406 1.434
H 5.970 0.849 2.672
H 5.178 5.284 0.551
H 3.656 5.181 0.942
C -2.380 -5.174 2.637
C -2.348 -4.573 1.218
C -3.775 -4.147 0.793
O -3.677 -3.566 -0.474
C -4.911 -3.102 -1.011
N -1.409 -3.437 1.073
H -3.197 -5.884 2.768
H -2.496 -4.354 3.346
H -1.478 -5.746 2.851
H -2.081 -5.365 0.518
H -4.170 -3.417 1.500
H -4.464 -4.985 0.680
H -5.221 -2.436 -0.205
H -5.637 -3.892 -1.204
H -4.716 -2.480 -1.884
H -1.674 -3.011 0.196
H -1.845 -2.795 1.719
*
```

Calculated values
HOMO-LUMO gap (spin up / spin down) ... 1.56 / 8.56 eV
Energy above the lowest of the compared OMol25 structures with the same formula, charge and spin ... 0.00 kcal/mol
LUMO level (spin up / spin down) ... 2.2 / 2.2 eV
<S²> ... 0.750

Mulliken atomic charge list, values in e, 8 entries:
1 C 1.62
2 C 1.76
3 C 0.46
4 O 0.41
5 H -0.60
6 H -1.20
7 H 0.43
8 H -0.67



# 2
DFT (ωB97M-V/def2-TZVPD) results for a molecular structure, C9H20O5V in a non-equilibrium geometry.

Geometry as ORCA input:
```
! wB97M-V def2-TZVPD RIJCOSX def2/J DEFGRID3
* xyz 0 4
O -1.722 -1.309 0.368
C -2.813 -1.213 1.257
C -3.360 0.193 1.385
O -3.719 0.672 0.115
C -3.875 2.067 0.070
H -2.539 -1.585 2.259
H -3.597 -1.870 0.857
H -2.609 0.862 1.847
H -4.237 0.170 2.059
H -4.189 2.335 -0.945
H -4.641 2.408 0.787
H -2.926 2.583 0.304
O 0.159 0.067 -0.782
C 0.603 -0.682 0.295
C -0.476 -1.498 0.978
O 1.574 -1.666 -0.398
C 2.925 -1.250 -0.453
C 3.197 0.016 -1.248
O 2.736 1.211 -0.630
C 3.618 1.762 0.333
V 0.770 2.094 -1.083
H 1.109 -0.012 1.006
H -0.472 -1.235 2.049
H -0.188 -2.561 0.916
H 3.478 -2.074 -0.924
H 3.305 -1.124 0.574
H 2.698 -0.038 -2.224
H 4.279 0.099 -1.429
H 3.074 2.568 0.842
H 3.923 1.007 1.073
H 4.508 2.176 -0.165
C -0.018 -0.921 -2.043
H -0.944 -0.507 -2.466
H 0.702 -0.826 -2.865
H -0.335 -1.920 -1.721
*
```

Calculated values
HOMO-LUMO gap (spin up / spin down) ... 5.86 / 4.61 eV
Energy above the lowest of the compared OMol25 structures with the same formula, charge and spin ... 10.03 kcal/mol
LUMO level (spin up / spin down) ... 0.6 / 0.6 eV
<S²> ... 4.064

natural (NBO) atomic charge list, values in e, 8 entries:
1 O -0.53
2 C -0.07
3 C -0.09
4 O -0.54
5 C -0.25
6 H 0.17
7 H 0.19
8 H 0.17



# 3
DFT (ωB97M-V/def2-TZVPD) results for a single C7H15NS2 molecule in a non-equilibrium geometry.

Geometry as ORCA input:
```
! wB97M-V def2-TZVPD RIJCOSX def2/J DEFGRID3
* xyz 0 1
C 3.339 -0.187 -0.231
C 1.375 -1.091 1.075
C 1.044 -0.319 -1.085
C -0.561 -0.236 -0.771
C -0.757 1.126 -0.015
C -2.172 1.346 0.020
C -3.105 0.357 0.651
H 3.239 0.600 -0.978
H 3.674 -1.236 -0.670
H 3.849 -0.006 0.703
H 0.354 -0.724 1.377
H 1.839 -0.998 2.210
H 1.682 -2.154 0.886
H 1.254 0.494 -1.802
H 1.212 -1.292 -1.747
H -1.017 -0.514 -1.768
H -0.422 1.350 1.033
H -0.246 2.140 -0.384
H -2.692 1.331 -0.934
H -2.428 2.433 0.372
H -2.847 0.131 1.740
H -4.084 0.599 0.624
N 1.863 -0.168 0.104
S -3.192 -1.111 -0.415
S -1.197 -1.873 0.008
*
```

Calculated values
Structure (SMILES) ... CN(C)C[C@@H]1CCCSS1
HOMO-LUMO gap ... 9.14 eV
Energy above the lowest of the compared OMol25 structures with the same formula, charge and spin ... 85.40 kcal/mol
LUMO level ... 0.6 eV

natural (NBO) atomic charge list, values in e, 8 entries:
1 C -0.41
2 C -0.47
3 C -0.23
4 C -0.33
5 C -0.48
6 C -0.42
7 C -0.51
8 H 0.21



# 4
DFT (ωB97M-V/def2-TZVPD) results for a molecular structure, C45H40F12N4O4S2Tc in a non-equilibrium geometry.

Geometry as ORCA input:
```
! wB97M-V def2-TZVPD RIJCOSX def2/J DEFGRID3
* xyz 3 1
Tc 0.971 -0.381 0.555
C 1.823 6.300 -1.830
C 1.824 5.052 -1.012
C 1.531 5.069 0.350
C 1.568 3.902 1.074
C 1.867 2.657 0.441
N 1.916 1.539 1.226
C 2.517 1.754 2.401
C 3.621 2.695 2.426
C 4.239 3.035 3.594
C 3.793 2.481 4.797
C 4.422 2.836 6.093
C 2.746 1.508 4.778
C 2.140 1.104 3.633
C 1.008 0.114 3.650
O 0.688 -0.356 2.368
C 1.387 -1.173 4.475
F 0.538 -2.152 4.209
F 1.360 -0.919 5.781
F 2.616 -1.557 4.146
C -0.286 0.785 4.213
F -0.564 1.854 3.437
F -0.084 1.230 5.444
F -1.305 -0.041 4.186
C 2.104 2.627 -0.963
C 2.116 3.811 -1.641
C 2.491 1.310 -1.581
O 1.876 0.240 -0.930
C 4.034 1.095 -1.464
F 4.347 1.007 -0.155
F 4.689 2.126 -1.976
F 4.416 -0.020 -2.054
C 2.008 1.174 -3.062
F 2.110 -0.077 -3.477
F 0.724 1.535 -3.128
F 2.721 1.960 -3.866
H 1.641 7.187 -1.230
H 1.057 6.236 -2.608
H 2.780 6.406 -2.348
H 1.257 5.999 0.830
H 1.256 3.890 2.112
H 4.029 3.019 1.477
H 5.093 3.701 3.590
H 4.869 3.828 6.071
H 5.230 2.119 6.292
H 3.715 2.754 6.918
H 2.432 1.095 5.727
H 2.377 3.830 -2.690
C -5.761 0.474 -0.599
C -4.903 1.748 -0.684
C -5.410 2.766 0.338
C -5.005 2.348 -2.098
C -3.449 1.384 -0.440
C -2.638 2.031 0.492
C -1.338 1.625 0.672
N -0.788 0.609 -0.023
C -1.547 -0.003 -0.973
C -2.851 0.365 -1.185
C -0.866 -1.064 -1.734
C -1.375 -1.607 -2.895
C -0.693 -2.621 -3.560
C 0.529 -3.011 -3.007
C 1.006 -2.422 -1.860
N 0.303 -1.471 -1.225
C -1.213 -3.272 -4.833
C -0.231 -2.945 -5.971
C -1.262 -4.794 -4.619
C -2.606 -2.768 -5.201
H -6.809 0.745 -0.718
H -5.650 -0.024 0.366
H -5.522 -0.242 -1.387
H -6.464 2.964 0.144
H -4.887 3.722 0.266
H -5.331 2.396 1.363
H -6.037 2.644 -2.288
H -4.719 1.627 -2.867
H -4.376 3.235 -2.204
H -3.020 2.833 1.108
H -0.709 2.098 1.406
H -3.427 -0.169 -1.926
H -2.311 -1.241 -3.286
H 1.134 -3.774 -3.477
H 1.957 -2.699 -1.433
H 0.774 -3.318 -5.764
H -0.173 -1.868 -6.146
H -0.573 -3.418 -6.892
H -0.273 -5.225 -4.461
H -1.684 -5.264 -5.508
H -1.893 -5.056 -3.766
H -2.617 -1.699 -5.429
H -3.339 -2.969 -4.415
H -2.943 -3.288 -6.097
O -2.003 -3.236 -0.010
S -1.443 -2.927 1.264
O -2.144 -2.106 2.194
N 0.093 -2.217 1.029
C 1.101 -2.986 1.318
S 2.612 -2.249 1.054
C 0.700 -4.290 1.862
C 1.490 -5.334 2.299
C 0.851 -6.451 2.832
C -0.535 -6.506 2.924
C -1.339 -5.452 2.483
C -0.688 -4.359 1.961
H 2.570 -5.284 2.232
H 1.440 -7.288 3.184
H -1.007 -7.382 3.348
H -2.417 -5.500 2.556
*
```

Calculated values
HOMO-LUMO gap (spin up / spin down) ... 5.19 / 5.19 eV
LUMO level (spin up / spin down) ... -11.4 / -11.4 eV

Mulliken atomic charge list, values in e, 8 entries:
1 Tc -1.18
2 C -1.52
3 C 0.59
4 C -1.43
5 C 0.24
6 C -0.39
7 N 1.34
8 C 0.29



# 5
DFT (ωB97M-V/def2-TZVPD) results for 5 unconnected molecules or ions with the total composition C5H20N2O5 in a non-equilibrium geometry.

Geometry as ORCA input:
```
! wB97M-V def2-TZVPD RIJCOSX def2/J DEFGRID3
* xyz -1 2
C -0.451 -0.316 -1.094
O -1.470 -1.354 -1.059
C -0.612 0.144 0.385
C -1.582 1.331 0.491
C -2.359 1.252 1.843
C -3.473 -0.674 1.373
N -3.215 0.187 2.248
N 0.623 0.384 1.080
H -0.776 0.432 -1.784
H 0.554 -0.508 -1.377
H -0.972 -2.194 -0.809
H -0.947 -0.786 0.808
H -2.198 1.603 -0.365
H -0.856 2.115 0.571
H -1.495 1.387 2.660
H -3.020 2.200 1.985
H -3.043 -0.849 0.431
H -4.093 -1.509 1.887
H 0.477 1.036 1.896
H 1.330 0.771 0.550
H 1.429 -2.139 1.374
H 2.447 -2.712 0.292
O 1.706 -2.946 0.956
H 3.520 -2.315 -2.018
H 2.161 -2.221 -2.763
O 2.706 -1.909 -2.120
H 1.799 3.532 -0.446
H 1.911 1.938 -0.666
O 1.225 2.663 -0.388
H 3.140 0.937 -2.527
H 2.762 -0.240 -1.770
O 2.772 0.763 -1.641
*
```

Calculated values
HOMO-LUMO gap (spin up / spin down) ... 2.98 / 9.20 eV
Energy above the lowest of the compared OMol25 structures with the same formula, charge and spin ... 50.28 kcal/mol
LUMO level (spin up / spin down) ... 3.1 / 3.0 eV
<S²> ... 0.750

natural (NBO) atomic charge list, values in e, 8 entries:
1 C -0.10
2 O -0.76
3 C -0.07
4 C -0.47
5 C -0.24
6 C -0.09
7 N -0.41
8 N -0.85



# 6
DFT (ωB97M-V/def2-TZVPD) results for a molecular structure, C23H52LuOP4 in a non-equilibrium geometry.

Geometry as ORCA input:
```
! wB97M-V def2-TZVPD RIJCOSX def2/J DEFGRID3
* xyz 3 1
Lu -0.009 0.338 -0.232
P 2.243 1.049 1.339
P -0.426 2.771 -1.366
P 2.548 -0.475 -2.001
H -1.506 -4.058 1.225
C -0.675 -4.538 0.718
C 0.571 -4.435 1.175
H 0.824 -3.781 2.016
C 1.842 1.609 3.041
C 3.217 2.516 0.839
C 3.583 -0.125 1.766
C -1.927 2.703 -2.404
C -0.688 4.242 -0.308
C 0.738 3.499 -2.587
C 2.816 -2.075 -1.283
C 4.037 0.464 -1.910
C 1.866 -0.468 -3.660
H -0.904 -5.146 -0.147
H 1.414 -4.994 0.725
H 1.508 0.781 3.686
H 1.099 2.419 3.032
H 2.791 1.996 3.437
H 2.547 3.316 0.491
H 3.966 2.277 0.071
H 3.740 2.866 1.743
H 3.145 -1.088 2.064
H 4.110 0.313 2.625
H 4.290 -0.260 0.941
H -1.935 3.570 -3.086
H -2.834 2.723 -1.779
H -1.931 1.779 -3.013
H -1.129 5.069 -0.885
H 0.276 4.576 0.109
H -1.360 3.987 0.525
H 0.165 4.101 -3.312
H 1.268 2.698 -3.126
H 1.469 4.146 -2.080
H 3.282 -2.607 -2.112
H 1.908 -2.594 -0.957
H 3.496 -1.989 -0.432
H 4.621 -0.075 -2.688
H 4.543 0.381 -0.927
H 3.888 1.521 -2.201
H 2.606 -1.036 -4.208
H 1.694 0.567 -3.995
H 0.881 -0.971 -3.647
C -1.433 -1.779 -2.112
C -2.452 -1.194 -2.847
C -2.728 -1.604 -4.139
C -2.073 -2.739 -4.653
C -1.105 -3.429 -3.867
C -0.759 -2.920 -2.594
O -1.210 -1.122 -0.899
H 1.215 -0.060 -1.506
H -2.859 -0.310 -2.379
H -3.419 -1.002 -4.710
H -2.360 -3.059 -5.665
H -0.583 -4.323 -4.262
H -0.015 -3.445 -1.979
C -0.113 -1.381 3.860
C -1.351 -1.324 2.941
P -1.497 0.169 1.933
C -3.107 -0.133 1.037
C -4.305 -0.241 1.958
C -1.878 1.631 2.960
C -2.147 1.366 4.439
H 0.812 -1.243 3.273
H -0.043 -2.372 4.345
H -0.148 -0.613 4.653
H -1.304 -2.197 2.258
H -2.271 -1.485 3.537
H -3.231 0.691 0.317
H -2.986 -1.046 0.437
H -4.494 0.680 2.522
H -5.199 -0.442 1.364
H -4.215 -1.062 2.679
H -1.023 2.320 2.875
H -2.735 2.148 2.506
H -1.222 1.140 4.988
H -2.567 2.270 4.910
H -2.863 0.547 4.603
*
```

Calculated values
HOMO-LUMO gap ... 6.45 eV
Energy above the lowest of the compared OMol25 structures with the same formula, charge and spin ... 7.64 kcal/mol
LUMO level ... -9.5 eV

Mulliken atomic charge list, values in e, 8 entries:
1 Lu 0.85
2 P 0.67
3 P 0.81
4 P 0.86
5 H 0.26
6 C -0.56
7 C -0.52
8 H 0.22



# 7
DFT (ωB97M-V/def2-TZVPD) results for a single C4H6N2O2 molecule in a non-equilibrium geometry.

Geometry as ORCA input:
```
! wB97M-V def2-TZVPD RIJCOSX def2/J DEFGRID3
* xyz 0 1
C 1.037 0.863 0.367
C -0.383 -1.176 0.927
C -0.934 -0.079 0.030
C -1.874 -0.568 -1.003
H 3.007 1.710 -0.023
H 2.123 0.636 -1.426
H -0.315 -0.901 2.003
H -0.083 -2.243 0.898
H -1.215 0.848 0.436
H -2.567 0.310 -1.257
N 2.079 1.267 -0.518
N 0.390 -0.268 -0.156
O 0.683 1.334 1.398
O -1.947 -1.734 -1.675
*
```

Calculated values
Structure (SMILES) ... NC(=O)N1C[C@@H]1C=O
HOMO-LUMO gap ... 9.87 eV
Energy above the lowest of the compared OMol25 structures with the same formula, charge and spin ... 100.56 kcal/mol
LUMO level ... 0.0 eV

natural (NBO) atomic charge list, values in e, 8 entries:
1 C 0.78
2 C -0.24
3 C -0.18
4 C 0.42
5 H 0.43
6 H 0.43
7 H 0.22
8 H 0.25



Calculated molar mass (g/mol), listed in the same order as above: 951.42 259.20 177.34 1090.95 188.22 643.53 114.10